A.
Here is a single C4H6FNS2 molecule from OMol25. Energies are from the ωB97M-V functional and the def2-TZVPD basis.

Positions of all 14 atoms, in Å:
C1 -0.85262 1.04903 -0.83703
C2 -0.93298 -0.27262 -1.59335
C3 0.45452 -0.09351 1.04623
C4 -0.70517 0.76876 0.61284
H1 -0.11685 1.72713 -1.33733
H2 -1.04160 0.00143 -2.67105
H3 -1.69513 -0.98414 -1.27004
H4 1.17289 -1.95447 0.49485
H5 -0.71268 1.66542 1.20151
H6 -1.55031 0.12178 0.86158
N1 0.89322 -1.05134 0.14259
F1 -2.13322 1.69708 -0.98021
S1 0.73607 -1.02289 -1.59481
S2 1.08315 -0.05220 2.54307

Computed properties:
M: 151.23 u
SMILES: F[C@@H]1CSNC(=S)C1

B.
Here is 2 unconnected molecules or ions with the total composition C4H6FNS2 from OMol25. Energies are from the ωB97M-V functional and the def2-TZVPD basis.

Positions of all 14 atoms, in Å:
C1 2.15566 0.77880 0.17438
C2 -0.82273 -1.12458 -0.82294
C3 -1.12772 0.16390 -0.64802
C4 -2.40097 0.59735 -0.09388
H1 2.89314 2.50583 0.95428
H2 1.46602 2.70771 -0.01355
H3 1.32430 0.45641 -0.45692
H4 -1.46998 -1.96027 -0.57733
H5 -0.39888 0.91975 -0.92950
H6 -2.50064 1.68197 -0.01157
N1 2.16575 2.10010 0.38307
F1 0.34640 -1.49655 -1.33102
S1 3.24131 -0.29535 0.77001
S2 -3.64238 -0.33190 0.39718

Computed properties:
M: 151.23 u
SMILES: F/C=C/C=S.NC=S

Stability ranking, top and bottom: A is the most stable and B is the least stable.